Entry 1:
The following is a DFT calculation (ωB97M-V with the def2-TZVPD basis set) of a molecular structure, C27H22CdIN3O2.

Properties
gap between HOMO and LUMO = 0.28145 Ha
calculated total energy = -1822.2545 hartree

Each line ends with the Mulliken charge.
Atoms and positions in Å:
1 Cd -0.65 -0.19 0.29  0.4589
2 C 1.55 -4.41 0.59  -1.2017
3 C 2.11 -3.37 1.51  1.0542
4 N 3.21 -3.63 2.17  -0.7036
5 C 3.71 -2.68 3.00  -0.8921
6 C 3.15 -1.46 3.18  0.6949
7 C 3.81 -0.50 4.13  -0.9771
8 O 2.99 -0.15 5.25  -0.5316
9 C 1.96 -1.13 2.47  -0.0742
10 C 1.39 0.17 2.68  -0.8306
11 N 0.40 0.72 2.06  0.1372
12 C 0.10 2.07 2.36  0.0947
13 C 1.10 3.04 2.34  0.3750
14 C 0.81 4.37 2.58  -0.8855
15 C -0.50 4.76 2.84  -0.5677
16 C -1.51 3.81 2.86  -0.3811
17 C -1.21 2.47 2.63  -0.3530
18 I -2.74 1.06 2.75  0.1287
19 C 1.41 -2.11 1.61  0.4646
20 O 0.33 -1.99 0.91  -1.1401
21 H 2.18 -5.29 0.63  0.3899
22 H 1.49 -4.03 -0.43  0.2555
23 H 0.53 -4.67 0.89  0.2758
24 H 4.63 -2.95 3.52  0.3451
25 H 4.05 0.45 3.64  0.3583
26 H 4.76 -0.93 4.47  0.3723
27 H 2.70 -0.97 5.66  0.3639
28 H 1.86 0.76 3.47  1.0108
29 H 2.11 2.74 2.11  0.5115
30 H 1.60 5.11 2.56  0.3990
31 H -0.74 5.80 3.02  0.3977
32 H -2.53 4.10 3.08  0.3870
33 C 1.59 2.05 -1.26  -0.2407
34 C 2.18 0.92 -0.71  -0.5174
35 C 2.11 -0.30 -1.38  -0.3890
36 C 1.45 -0.38 -2.60  -0.4837
37 C 0.87 0.75 -3.15  -0.3518
38 C 0.94 1.96 -2.49  -0.5144
39 H 1.65 3.00 -0.74  0.4119
40 H 2.71 0.99 0.23  0.4129
41 H 2.57 -1.18 -0.94  0.4107
42 H 1.40 -1.33 -3.12  0.4189
43 H 0.36 0.68 -4.10  0.4277
44 H 0.47 2.84 -2.92  0.4061
45 N -5.24 1.50 -5.41  -0.4978
46 C -4.55 1.24 -4.53  -0.0757
47 C -3.69 0.90 -3.42  0.5014
48 C -3.47 1.84 -2.41  -0.8906
49 C -2.64 1.51 -1.35  0.1410
50 C -2.00 0.27 -1.27  -0.4231
51 C -2.25 -0.65 -2.29  0.3220
52 C -3.09 -0.35 -3.36  -0.8233
53 H -3.95 2.81 -2.46  0.4397
54 H -2.48 2.25 -0.58  0.4760
55 H -1.79 -1.63 -2.27  0.4641
56 H -3.27 -1.07 -4.14  0.4381

***

Entry 2:
The following is a DFT calculation (ωB97M-V with the def2-TZVPD basis set) of 13 unconnected molecules or ions with the total composition C27H22Cl49N2O6S at a distorted geometry.

Properties
net charge = +1
gap between HOMO and LUMO = 0.30437 Ha
calculated total energy = -24550.1786 hartree

Each line ends with the Mulliken charge.
Atoms and positions in Å:
1 C 4.01 0.81 4.89  -1.3527
2 C 2.73 -0.01 4.60  0.6536
3 C 2.92 -0.96 3.46  0.5501
4 O 2.90 -2.15 3.64  -0.6144
5 O 3.15 -0.39 2.24  -0.2337
6 C 2.36 -1.02 1.21  -0.6784
7 C 1.84 -0.02 0.20  1.9257
8 O 2.86 0.85 -0.31  -0.1770
9 C 2.64 2.18 -0.15  -0.2882
10 O 2.65 2.93 -1.09  -0.5411
11 C 2.43 2.71 1.24  0.9445
12 C 1.19 2.89 1.69  -2.6183
13 C 0.95 3.33 2.93  1.0322
14 C -0.44 3.47 3.44  -1.6386
15 C -1.29 2.30 2.90  1.2437
16 C -2.35 1.77 3.87  -1.1757
17 C -1.93 0.45 4.50  -0.3766
18 S -1.43 -0.83 3.35  0.9784
19 O -1.79 -2.12 3.77  -0.5284
20 O -0.02 -0.71 3.18  -0.7265
21 Cl -2.22 -0.41 1.51  0.1499
22 N 1.99 3.59 3.67  0.3150
23 C 3.24 3.47 3.26  -0.6734
24 C 3.50 3.02 2.04  0.6846
25 N 4.77 2.87 1.55  -0.4854
26 H 4.45 1.11 3.94  0.1988
27 H 3.74 1.72 5.41  0.3153
28 H 4.74 0.24 5.44  0.4671
29 H 2.47 -0.53 5.51  0.5435
30 H 1.90 0.67 4.38  -0.6077
31 H 1.54 -1.53 1.69  0.4118
32 H 2.96 -1.74 0.65  0.3089
33 H 1.42 -0.60 -0.60  -0.9211
34 H 1.00 0.49 0.67  -0.4523
35 H 0.37 2.66 1.04  1.3062
36 H -0.81 4.42 3.08  0.4307
37 H -0.47 3.53 4.52  0.6715
38 H -1.82 2.66 2.02  -0.1257
39 H -0.62 1.51 2.60  -0.7941
40 H -2.59 2.45 4.68  0.4272
41 H -3.28 1.63 3.32  0.3613
42 H -2.78 0.01 5.04  0.2846
43 H -1.17 0.58 5.26  0.4553
44 H 1.81 3.92 4.61  0.3501
45 H 4.04 3.70 3.93  0.4974
46 H 4.94 1.95 1.16  0.2963
47 H 5.48 3.14 2.22  0.3372
48 C 1.47 -1.76 -3.72  0.0309
49 Cl 0.23 -1.70 -2.45  -0.1253
50 Cl 1.01 -0.65 -5.00  0.1286
51 Cl 3.02 -1.25 -3.04  -0.0948
52 Cl 1.60 -3.40 -4.34  0.0098
53 C -0.33 -7.04 -5.65  0.2228
54 Cl -0.66 -8.44 -4.62  0.0081
55 Cl -0.48 -7.49 -7.34  -0.0476
56 Cl -1.49 -5.75 -5.28  -0.1059
57 Cl 1.31 -6.45 -5.33  -0.0144
58 C -1.08 2.88 -5.06  0.0575
59 Cl -1.93 4.32 -5.65  -0.1208
60 Cl -2.23 1.80 -4.27  0.0062
61 Cl -0.33 2.04 -6.41  0.0824
62 Cl 0.15 3.36 -3.89  0.0030
63 C -0.49 6.32 -0.78  0.3574
64 Cl -2.20 5.97 -1.10  -0.0969
65 Cl -0.34 7.92 -0.06  -0.1042
66 Cl 0.15 5.10 0.34  -0.0617
67 Cl 0.41 6.26 -2.29  -0.0745
68 C -5.65 5.08 5.74  0.3238
69 Cl -7.12 4.13 5.91  -0.0911
70 Cl -5.99 6.78 6.05  -0.0812
71 Cl -4.44 4.50 6.90  -0.0920
72 Cl -5.04 4.90 4.08  -0.0715
73 C -4.69 1.19 -1.12  0.1234
74 Cl -5.77 0.62 0.16  -0.0588
75 Cl -4.02 -0.20 -1.97  -0.0651
76 Cl -5.59 2.21 -2.24  -0.0742
77 Cl -3.38 2.14 -0.40  0.0233
78 C 3.55 -9.38 -7.67  0.3067
79 Cl 2.31 -9.34 -6.42  -0.0351
80 Cl 3.08 -8.28 -8.98  -0.0997
81 Cl 5.09 -8.86 -6.99  -0.1014
82 Cl 3.70 -11.02 -8.31  -0.0957
83 C 3.97 0.70 -7.64  0.2048
84 Cl 5.23 1.80 -7.09  -0.1044
85 Cl 3.95 0.67 -9.41  -0.0763
86 Cl 4.28 -0.92 -7.02  -0.0865
87 Cl 2.40 1.27 -7.05  0.0345
88 C -1.57 -9.99 -0.97  0.3241
89 Cl -1.58 -10.69 0.65  -0.1066
90 Cl -1.56 -8.22 -0.85  -0.0622
91 Cl -0.12 -10.52 -1.83  -0.0873
92 Cl -3.00 -10.51 -1.86  -0.0871
93 C 0.49 2.82 -10.65  0.3331
94 Cl 0.14 1.37 -9.70  -0.0615
95 Cl 0.36 2.45 -12.37  -0.0912
96 Cl -0.68 4.08 -10.22  -0.0948
97 Cl 2.12 3.39 -10.29  -0.0793
98 C -2.76 0.28 8.46  0.2847
99 Cl -3.57 -0.31 9.91  -0.0846
100 Cl -1.08 0.69 8.85  -0.1077
101 Cl -2.78 -0.98 7.22  -0.0386
102 Cl -3.63 1.71 7.88  -0.0489
103 C -5.29 -3.13 2.61  0.2343
104 Cl -6.98 -3.64 2.58  -0.0845
105 Cl -5.21 -1.40 2.98  -0.0596
106 Cl -4.42 -4.04 3.84  -0.0783
107 Cl -4.55 -3.41 1.03  -0.0794

***

Entry 3:
The following is a DFT calculation (ωB97M-V with the def2-TZVPD basis set) of a molecular structure, C27H22N6O4RuS at a distorted geometry.

Properties
net charge = +1
2S+1 = 6
gap between HOMO and LUMO (spin up / spin down) = 0.23410 / 0.18339 Ha
<S²> = 8.808
calculated total energy = -2164.3175 hartree
energy relative to the best compared isomer or geometry (same formula, charge and spin) = 70.7 kJ/mol

Each line ends with the Mulliken charge.
Atoms and positions in Å:
1 Ru 0.57 0.81 1.61  0.3188
2 C -2.27 -0.40 3.55  -1.0227
3 O -1.33 -0.55 2.50  0.0017
4 C -1.19 -1.80 1.95  1.2143
5 C -2.17 -2.77 1.98  -0.4755
6 C -1.93 -4.03 1.45  -0.8332
7 C -0.69 -4.34 0.91  -0.7643
8 C 0.30 -3.39 0.84  -0.3373
9 C 0.06 -2.09 1.33  0.0331
10 N 0.99 -1.11 1.25  0.3468
11 N 2.07 -1.30 0.56  -0.5486
12 C 3.06 -0.45 0.45  0.0483
13 C 3.24 0.67 1.38  1.1984
14 O 2.43 0.79 2.38  -1.0123
15 C 4.30 1.57 1.15  -0.8801
16 C 5.09 1.48 0.03  -0.8733
17 C 4.89 0.46 -0.93  0.8517
18 C 5.61 0.42 -2.14  -0.9142
19 C 5.37 -0.56 -3.07  -0.5300
20 C 4.42 -1.55 -2.83  -0.8061
21 C 3.72 -1.56 -1.65  -0.2989
22 C 3.92 -0.55 -0.69  0.8186
23 H -2.05 -1.10 4.36  0.3897
24 H -3.29 -0.56 3.19  0.3452
25 H -2.17 0.63 3.90  0.2463
26 H -3.14 -2.56 2.41  0.3572
27 H -2.71 -4.77 1.47  0.4640
28 H -0.49 -5.34 0.55  0.4385
29 H 1.26 -3.61 0.42  0.3985
30 H 4.44 2.35 1.87  0.4734
31 H 5.84 2.24 -0.14  0.4131
32 H 6.35 1.19 -2.33  0.4342
33 H 5.91 -0.56 -4.01  0.4132
34 H 4.23 -2.31 -3.57  0.4278
35 H 2.97 -2.31 -1.45  0.4176
36 N -5.23 -1.20 -2.62  -0.4640
37 C -4.00 -0.65 -2.49  1.2918
38 C -2.94 -1.41 -1.95  -0.9431
39 C -1.71 -0.83 -1.76  -0.3148
40 C -1.51 0.49 -2.11  -0.3928
41 C -2.54 1.26 -2.64  -0.5071
42 C -3.77 0.69 -2.84  -0.8148
43 S -0.18 1.34 -1.32  1.0544
44 O 0.03 2.67 -1.80  -0.7022
45 O 0.99 0.51 -1.09  -0.3881
46 N -0.87 1.34 0.20  0.0367
47 C -1.15 2.51 0.79  0.5996
48 N -1.97 3.41 0.27  -0.5193
49 C -2.23 4.48 1.01  -0.1765
50 C -1.72 4.64 2.29  -0.6647
51 C -0.81 3.68 2.73  -0.2343
52 N -0.49 2.65 1.97  -0.0813
53 H -5.38 -2.17 -2.40  0.1922
54 H -5.98 -0.66 -3.02  0.1937
55 H -3.11 -2.44 -1.67  0.3193
56 H -0.88 -1.38 -1.32  0.5732
57 H -2.35 2.30 -2.85  0.4977
58 H -4.58 1.28 -3.25  0.3127
59 H -2.88 5.21 0.55  0.4676
60 H -2.01 5.46 2.93  0.4062
61 H -0.32 3.76 3.70  0.5037

***

Entry 4:
The following is a DFT calculation (ωB97M-V with the def2-TZVPD basis set) of a molecular structure, C27H23AuGeN2O2S4.

Properties
net charge = -2
2S+1 = 3
gap between HOMO and LUMO (spin up / spin down) = 0.16039 / 0.16661 Ha
<S²> = 2.017
calculated total energy = -5107.9311 hartree

Each line ends with the Mulliken charge.
Atoms and positions in Å:
1 Au 2.30 -0.24 0.08  0.4269
2 O 4.20 -5.17 -4.38  -0.6860
3 C 3.93 -4.38 -3.49  0.5764
4 S 4.85 -2.94 -3.13  -0.2270
5 C 3.87 -2.33 -1.79  0.0630
6 C 2.78 -3.07 -1.47  -0.0797
7 S 1.59 -2.74 -0.24  -0.4814
8 S 2.55 -4.54 -2.42  -0.2260
9 S 4.43 -0.84 -1.04  -0.5361
10 N 3.06 -0.91 2.56  -0.5442
11 C 2.29 -0.71 3.39  0.4810
12 N 1.27 -0.39 4.21  0.0099
13 C 1.03 1.04 4.38  -0.5079
14 C 1.96 1.59 5.44  -0.5182
15 O 1.79 0.89 6.67  -0.4018
16 C 2.08 -0.50 6.52  -0.4416
17 C 1.18 -1.13 5.47  -0.6686
18 H -0.01 1.17 4.69  0.2811
19 H 1.18 1.53 3.42  0.2593
20 H 1.74 2.64 5.66  0.3667
21 H 3.00 1.50 5.11  0.3180
22 H 1.93 -0.95 7.50  0.3310
23 H 3.13 -0.63 6.22  0.3061
24 H 0.14 -1.10 5.80  0.2989
25 H 1.47 -2.17 5.29  0.4194
26 C 0.78 1.06 0.15  -1.0340
27 Ge -0.72 0.80 -0.99  1.3325
28 C -1.47 2.51 -1.68  -0.4171
29 C -0.70 3.68 -1.64  -0.3599
30 C -1.14 4.86 -2.23  -0.4766
31 C -2.37 4.90 -2.88  -0.3009
32 C -3.15 3.75 -2.94  -0.6508
33 C -2.70 2.57 -2.35  -0.0539
34 C -2.27 -0.12 -0.18  -0.1636
35 C -3.36 0.57 0.36  -0.2516
36 C -4.39 -0.09 1.01  -0.5668
37 C -4.36 -1.48 1.13  -0.3005
38 C -3.27 -2.18 0.62  -0.7564
39 C -2.23 -1.51 -0.01  -0.1785
40 C -0.32 -0.14 -2.67  0.1899
41 C 0.82 0.28 -3.37  -0.4615
42 C 1.27 -0.40 -4.49  -0.6727
43 C 0.59 -1.52 -4.95  -0.4002
44 C -0.55 -1.94 -4.28  -0.6220
45 C -1.00 -1.26 -3.15  -0.0582
46 H 0.25 3.65 -1.12  0.3626
47 H -0.52 5.75 -2.19  0.3695
48 H -2.71 5.82 -3.34  0.3402
49 H -4.11 3.77 -3.45  0.3521
50 H -3.31 1.68 -2.42  0.3729
51 H -3.41 1.65 0.26  0.3372
52 H -5.23 0.46 1.42  0.3713
53 H -5.16 -2.00 1.62  0.3529
54 H -3.23 -3.26 0.71  0.3908
55 H -1.36 -2.06 -0.36  0.4048
56 H 1.39 1.13 -3.00  0.3105
57 H 2.17 -0.06 -5.00  0.3517
58 H 0.96 -2.07 -5.80  0.3668
59 H -1.08 -2.83 -4.62  0.3589
60 H -1.89 -1.61 -2.65  0.3409

***

- Which of these has the highest calculated total energy?
  C27H22CdIN3O2

***

Please write out number 3 again, unchanged.
The following is a DFT calculation (ωB97M-V with the def2-TZVPD basis set) of a molecular structure, C27H22N6O4RuS at a distorted geometry.

Properties
net charge = +1
2S+1 = 6
gap between HOMO and LUMO (spin up / spin down) = 0.23410 / 0.18339 Ha
<S²> = 8.808
calculated total energy = -2164.3175 hartree
energy relative to the best compared isomer or geometry (same formula, charge and spin) = 70.7 kJ/mol

Each line ends with the Mulliken charge.
Atoms and positions in Å:
1 Ru 0.57 0.81 1.61  0.3188
2 C -2.27 -0.40 3.55  -1.0227
3 O -1.33 -0.55 2.50  0.0017
4 C -1.19 -1.80 1.95  1.2143
5 C -2.17 -2.77 1.98  -0.4755
6 C -1.93 -4.03 1.45  -0.8332
7 C -0.69 -4.34 0.91  -0.7643
8 C 0.30 -3.39 0.84  -0.3373
9 C 0.06 -2.09 1.33  0.0331
10 N 0.99 -1.11 1.25  0.3468
11 N 2.07 -1.30 0.56  -0.5486
12 C 3.06 -0.45 0.45  0.0483
13 C 3.24 0.67 1.38  1.1984
14 O 2.43 0.79 2.38  -1.0123
15 C 4.30 1.57 1.15  -0.8801
16 C 5.09 1.48 0.03  -0.8733
17 C 4.89 0.46 -0.93  0.8517
18 C 5.61 0.42 -2.14  -0.9142
19 C 5.37 -0.56 -3.07  -0.5300
20 C 4.42 -1.55 -2.83  -0.8061
21 C 3.72 -1.56 -1.65  -0.2989
22 C 3.92 -0.55 -0.69  0.8186
23 H -2.05 -1.10 4.36  0.3897
24 H -3.29 -0.56 3.19  0.3452
25 H -2.17 0.63 3.90  0.2463
26 H -3.14 -2.56 2.41  0.3572
27 H -2.71 -4.77 1.47  0.4640
28 H -0.49 -5.34 0.55  0.4385
29 H 1.26 -3.61 0.42  0.3985
30 H 4.44 2.35 1.87  0.4734
31 H 5.84 2.24 -0.14  0.4131
32 H 6.35 1.19 -2.33  0.4342
33 H 5.91 -0.56 -4.01  0.4132
34 H 4.23 -2.31 -3.57  0.4278
35 H 2.97 -2.31 -1.45  0.4176
36 N -5.23 -1.20 -2.62  -0.4640
37 C -4.00 -0.65 -2.49  1.2918
38 C -2.94 -1.41 -1.95  -0.9431
39 C -1.71 -0.83 -1.76  -0.3148
40 C -1.51 0.49 -2.11  -0.3928
41 C -2.54 1.26 -2.64  -0.5071
42 C -3.77 0.69 -2.84  -0.8148
43 S -0.18 1.34 -1.32  1.0544
44 O 0.03 2.67 -1.80  -0.7022
45 O 0.99 0.51 -1.09  -0.3881
46 N -0.87 1.34 0.20  0.0367
47 C -1.15 2.51 0.79  0.5996
48 N -1.97 3.41 0.27  -0.5193
49 C -2.23 4.48 1.01  -0.1765
50 C -1.72 4.64 2.29  -0.6647
51 C -0.81 3.68 2.73  -0.2343
52 N -0.49 2.65 1.97  -0.0813
53 H -5.38 -2.17 -2.40  0.1922
54 H -5.98 -0.66 -3.02  0.1937
55 H -3.11 -2.44 -1.67  0.3193
56 H -0.88 -1.38 -1.32  0.5732
57 H -2.35 2.30 -2.85  0.4977
58 H -4.58 1.28 -3.25  0.3127
59 H -2.88 5.21 0.55  0.4676
60 H -2.01 5.46 2.93  0.4062
61 H -0.32 3.76 3.70  0.5037